# 1
Computed, not measured: one molecule with the formula C5H4O3, with ωB97M-V/def2-TZVPD.

Geometry as ORCA input:
```
! RIJCOSX wB97M-V def2-TZVPD def2/J DEFGRID3
* xyz 0 1
C 1.391 0.637 -0.027
C 0.085 0.132 -0.137
C -0.475 -1.213 -0.105
C -1.774 -1.056 0.020
C -1.030 1.072 -0.042
H 3.311 0.205 0.334
H 1.379 1.689 -0.135
H 0.214 -2.058 -0.130
H -2.538 -1.787 0.161
O 2.465 -0.172 0.026
O -2.168 0.272 0.054
O -0.861 2.279 -0.017
*
```

Output
- Relative energy (zero: lowest compared OMol25 entry of this formula, charge and spin): 1.666 eV
- E_LUMO: 0.2 eV
- Gap between HOMO and LUMO: 8.6 eV
- SMILES: O=C1OC=C/C1=C\O
- HOMO level: -8.5 eV



# 2
Computed, not measured: one molecule with the formula C5H4O3, with ωB97M-V/def2-TZVPD.

Geometry as ORCA input:
```
! RIJCOSX wB97M-V def2-TZVPD def2/J DEFGRID3
* xyz 0 1
C 2.519 -0.002 -0.012
C 1.041 -0.201 -0.183
C 0.452 -1.380 0.139
C -1.235 -0.052 -0.135
C 0.041 0.889 -0.238
H 2.785 0.666 -0.875
H 2.637 0.415 0.915
H 3.104 -0.945 -0.236
H 0.854 -2.291 0.310
O -0.843 -1.472 0.120
O -2.430 0.172 -0.069
O -0.013 2.129 0.256
*
```

Output
- Relative energy (zero: lowest compared OMol25 entry of this formula, charge and spin): 3.005 eV
- E_LUMO: -1.6 eV
- Gap between HOMO and LUMO: 8.3 eV
- SMILES: CC1=COC(=O)C1=O
- HOMO level: -9.9 eV



# 3
Computed, not measured: one molecule with the formula C5H4S, with ωB97M-V/def2-TZVPD.

Geometry as ORCA input:
```
! RIJCOSX wB97M-V def2-TZVPD def2/J DEFGRID3
* xyz 0 1
C -0.728 -0.818 0.031
C 0.222 1.416 0.038
C 0.550 -1.320 0.036
C 1.645 1.226 0.060
C -0.907 0.548 -0.022
S 2.037 -0.452 -0.001
H -1.513 -1.461 0.003
H 0.024 2.408 -0.051
H 0.531 -2.428 -0.013
H -1.862 0.883 -0.079
*
```

Output
- Relative energy (zero: lowest compared OMol25 entry of this formula, charge and spin): 1.618 eV
- E_LUMO: -0.5 eV
- Gap between HOMO and LUMO: 8.1 eV
- HOMO level: -8.6 eV



# 4
Computed, not measured: one molecule with the formula C5H4S, with ωB97M-V/def2-TZVPD.

Geometry as ORCA input:
```
! RIJCOSX wB97M-V def2-TZVPD def2/J DEFGRID3
* xyz 0 1
C 1.059 1.057 0.034
C 2.145 0.438 -0.040
C -0.227 1.565 -0.065
C -0.353 0.280 -0.012
C -1.055 -1.012 0.043
S 3.126 -0.795 0.048
H -0.639 2.546 -0.337
H -1.895 -0.903 -0.699
H -1.639 -1.226 1.054
H -0.523 -1.949 -0.026
*
```

Output
- Relative energy (zero: lowest compared OMol25 entry of this formula, charge and spin): 3.499 eV
- E_LUMO: 0.1 eV
- Gap between HOMO and LUMO: 7.3 eV
- SMILES: CC1=CC1=C=S
- HOMO level: -7.2 eV



# 5
Computed, not measured: C5H4S2 as an isolated structure, with ωB97M-V/def2-TZVPD.

Geometry as ORCA input:
```
! RIJCOSX wB97M-V def2-TZVPD def2/J DEFGRID3
* xyz 0 1
C -0.565 -1.719 -0.536
C -1.009 -0.322 -0.111
C 0.275 0.021 0.691
C 0.981 1.261 0.304
C 1.588 2.238 -0.073
H -1.243 0.281 -0.995
H -1.977 -0.428 0.403
H 0.026 0.001 1.761
H 2.183 3.106 -0.291
S -1.307 -2.847 -1.322
S 1.049 -1.593 0.167
*
```

Output
- Relative energy (zero: lowest compared OMol25 entry of this formula, charge and spin): 1.822 eV
- E_LUMO: 0.0 eV
- Gap between HOMO and LUMO: 8.8 eV
- HOMO level: -8.8 eV



# 6
Computed, not measured: C5H5BeFLiO4 as an isolated structure, with ωB97M-V/def2-TZVPD.

Geometry as ORCA input:
```
! RIJCOSX wB97M-V def2-TZVPD def2/J DEFGRID3
* xyz 2 2
H 0.245 -2.882 -0.808
O -0.977 -1.727 0.409
O 0.583 -0.834 1.628
O -1.570 -0.131 1.810
C 0.286 -1.998 -0.167
C 1.145 -1.795 0.933
C -0.825 -1.009 1.515
H 2.226 -1.919 1.004
C 0.183 0.428 -2.143
C -0.879 -0.028 -2.936
O -2.037 -0.243 -2.412
Be -2.923 -1.207 -2.675
Li -2.140 0.691 -0.640
F -0.312 1.291 -1.170
H 1.057 0.864 -2.629
H -0.619 -0.489 -3.899
H 0.559 -0.869 -1.193
*
```

Output
- Relative energy (zero: lowest compared OMol25 entry of this formula, charge and spin): 0.000 eV
- E_LUMO (spin up / spin down): -10.6 / -10.6 eV
- Gap between HOMO and LUMO (spin up / spin down): 5.0 / 7.7 eV
- HOMO level (spin up / spin down): -15.6 / -18.2 eV



# 7
Computed, not measured: C5H5Br15 as an isolated structure, with ωB97M-V/def2-TZVPD.

Geometry as ORCA input:
```
! RIJCOSX wB97M-V def2-TZVPD def2/J DEFGRID3
* xyz 0 1
C 6.238 4.077 0.363
Br 5.001 3.748 1.893
Br 6.942 6.004 0.361
Br 5.211 3.573 -1.224
H 7.120 3.449 0.486
C 0.922 -0.885 -0.253
Br 0.322 -1.656 -1.943
Br 2.745 -1.589 -0.018
Br -0.112 -1.369 1.380
H 0.976 0.204 -0.282
C 1.921 -7.266 2.159
Br 0.391 -7.164 3.462
Br 2.061 -9.064 1.231
Br 3.639 -6.906 3.125
H 1.843 -6.498 1.389
C -3.157 5.078 2.240
Br -2.368 4.776 0.458
Br -1.780 5.675 3.442
Br -4.263 3.539 2.830
H -3.963 5.809 2.171
C -5.780 -0.690 -4.648
Br -6.601 -0.422 -6.451
Br -6.118 -2.496 -3.938
Br -6.496 0.725 -3.501
H -4.694 -0.654 -4.733
*
```

Output
- Relative energy (zero: lowest compared OMol25 entry of this formula, charge and spin): 1.469 eV
- E_LUMO: -0.6 eV
- Gap between HOMO and LUMO: 9.7 eV
- HOMO level: -10.3 eV



# 8
Computed, not measured: C5H5BrClF3 as an isolated structure, with ωB97M-V/def2-TZVPD.

Geometry as ORCA input:
```
! RIJCOSX wB97M-V def2-TZVPD def2/J DEFGRID3
* xyz 0 1
C 1.641 -1.011 0.552
C 1.560 -0.188 -0.687
C 0.869 0.239 0.511
C -1.133 -0.054 0.442
C -1.813 0.907 -0.456
F -1.221 0.784 -1.662
F -1.600 2.205 -0.111
F -3.151 0.663 -0.663
Cl -1.699 0.094 2.057
Br -1.318 -1.909 -0.311
H 1.271 -1.954 0.573
H 2.464 -0.880 1.145
H 2.256 0.536 -1.035
H 1.020 -0.596 -1.408
H 0.855 1.161 1.054
*
```

Output
- E_LUMO: 0.3 eV
- Gap between HOMO and LUMO: 10.3 eV
- HOMO level: -10.0 eV



# 9
Computed, not measured: one molecule with the formula C5H5BrO2, with ωB97M-V/def2-TZVPD.

Geometry as ORCA input:
```
! RIJCOSX wB97M-V def2-TZVPD def2/J DEFGRID3
* xyz 0 1
C 1.213 0.241 -0.380
C 1.009 1.342 -1.185
C 0.254 -0.295 0.391
C -1.229 1.130 -0.953
C -0.203 -1.594 0.902
O -0.243 1.801 -1.470
O -1.324 -1.586 1.688
Br -2.760 2.144 -0.476
H 2.318 0.046 -0.398
H 1.770 1.791 -1.758
H -0.331 -2.403 0.188
H 0.708 -1.882 1.382
H -1.181 -0.738 2.069
*
```

Output
- Relative energy (zero: lowest compared OMol25 entry of this formula, charge and spin): 5.967 eV
- E_LUMO (spin up / spin down): -0.6 / -0.6 eV
- Gap between HOMO and LUMO (spin up / spin down): 7.3 / 7.3 eV
- HOMO level (spin up / spin down): -7.9 / -7.9 eV



# 10
Computed, not measured: a 2-piece molecular cluster, C5H5BrO2 overall, with ωB97M-V/def2-TZVPD.

Geometry as ORCA input:
```
! RIJCOSX wB97M-V def2-TZVPD def2/J DEFGRID3
* xyz 0 1
C -1.000 2.830 0.090
C -0.032 2.753 -0.600
C -0.398 -0.783 0.649
C 0.339 -1.133 -0.642
C -2.552 0.574 0.349
O 0.112 -0.899 1.728
O -1.751 -0.454 0.575
Br -4.309 -0.088 0.075
H -1.935 2.721 0.450
H -0.366 -0.986 -1.336
H 1.068 -0.423 -0.651
H 0.881 -2.142 -0.438
H 0.935 3.054 -0.986
*
```

Output
- Relative energy (zero: lowest compared OMol25 entry of this formula, charge and spin): 5.302 eV
- E_LUMO: -0.2 eV
- Gap between HOMO and LUMO: 9.0 eV
- HOMO level: -9.3 eV